{
  "formula": "C6H12N2O",
  "method": "the ωB97M-V functional and the def2-TZVPD basis",
  "largest_force_ev_per_a": 1.3,
  "e_above_lowest_kcal_mol": 86.1,
  "homo_energy_ev": -8.24,
  "gap_ha": 0.311,
  "energy_ev": -11440.937,
  "elements": ["C", "C", "C", "C", "N", "C", "C", "O", "N", "H", "H", "H", "H", "H", "H", "H", "H", "H", "H", "H", "H"],
  "coordinates": [[1.09365, -0.09303, 0.04592], [1.47909, 0.55596, 1.36082], [1.69254, -1.45075, -0.25228], [-0.92204, -0.58121, 0.49155], [-2.22550, 2.14448, -1.40215], [-1.52284, 0.94128, -1.16438], [-1.09463, -1.72989, 1.12165], [0.99417, 0.69285, -0.98545], [-1.53549, 0.46700, 0.09214], [-0.13913, 1.07850, -1.16790], [-2.15838, 2.79545, -0.63033], [-2.02960, 2.55279, -2.30496], [-1.61490, 0.22628, -1.99125], [2.54205, 0.81867, 1.32591], [1.65086, -2.11962, 0.60494], [0.90462, 1.46828, 1.51233], [1.31762, -0.11383, 2.20413], [1.19070, -1.91259, -1.10062], [2.74435, -1.30180, -0.51581], [-2.09668, -2.10170, 1.29693], [-0.27043, -2.33712, 1.45880]]
}